The following is a quantum chemistry calculation of a 13-piece molecular cluster, C93H215N13O21 overall in a non-equilibrium geometry, from OMol25.

Geometry as XYZ:
```
342
C93H215N13O21 | OMol25 | ωB97M-V with the def2-TZVPD basis set
C 8.61 0.97 -23.13
C 7.26 0.55 -22.49
C 7.46 -0.87 -21.77
C 6.49 -1.25 -20.65
C 6.34 -0.12 -19.67
C 5.95 1.26 -20.38
N 6.95 1.60 -21.45
O 6.72 2.87 -22.04
C 4.53 1.22 -20.93
C 6.07 2.35 -19.35
C 6.17 0.45 -23.56
H 8.39 1.55 -24.02
H 9.16 0.15 -23.58
H 9.25 1.57 -22.49
H 7.44 -1.71 -22.47
H 8.46 -0.90 -21.33
H 6.81 -2.18 -20.19
H 5.49 -1.41 -21.07
H 7.27 -0.18 -19.10
H 5.54 -0.31 -18.96
H 4.39 0.53 -21.77
H 3.71 1.20 -20.22
H 4.27 2.13 -21.47
H 7.08 2.24 -18.97
H 5.92 3.38 -19.68
H 5.37 2.14 -18.55
H 5.77 1.40 -23.91
H 5.39 -0.18 -23.15
H 6.48 0.01 -24.52
H 7.48 3.44 -21.89
C 13.75 -2.79 -19.92
C 14.06 -1.32 -19.65
C 15.26 -0.84 -20.46
C 14.93 -0.56 -21.90
C 13.80 0.50 -21.93
C 12.54 0.06 -21.20
N 12.94 -0.39 -19.85
O 11.79 -0.59 -18.97
C 11.63 1.37 -21.09
C 11.74 -1.05 -22.03
C 14.48 -1.15 -18.16
H 13.77 -3.18 -20.94
H 12.74 -3.04 -19.59
H 14.53 -3.40 -19.46
H 15.84 -0.05 -19.97
H 15.92 -1.70 -20.40
H 14.64 -1.49 -22.39
H 15.84 -0.17 -22.34
H 13.68 0.57 -23.01
H 14.18 1.46 -21.58
H 10.64 0.97 -20.91
H 11.95 2.06 -20.32
H 11.55 1.91 -22.04
H 10.84 -1.34 -21.48
H 11.59 -0.80 -23.08
H 12.32 -1.98 -22.05
H 14.67 -0.10 -17.94
H 15.44 -1.58 -17.89
H 13.76 -1.51 -17.43
H 11.78 0.14 -18.35
C 12.25 11.14 -19.73
C 13.57 10.63 -20.20
C 14.46 11.87 -20.18
C 15.99 11.74 -20.43
C 16.56 10.73 -19.44
C 15.69 9.39 -19.30
N 14.21 9.74 -19.26
O 13.36 8.60 -19.09
C 16.02 8.39 -20.41
C 16.01 8.68 -17.96
C 13.56 10.12 -21.69
H 11.94 11.97 -20.36
H 12.23 11.36 -18.67
H 11.52 10.34 -19.86
H 13.96 12.50 -20.92
H 14.29 12.42 -19.26
H 16.39 12.73 -20.23
H 16.16 11.63 -21.50
H 16.72 11.23 -18.48
H 17.55 10.56 -19.87
H 15.81 7.36 -20.12
H 15.63 8.54 -21.42
H 17.06 8.24 -20.71
H 15.95 9.37 -17.13
H 15.35 7.83 -17.81
H 17.02 8.29 -17.87
H 12.95 10.86 -22.21
H 13.19 9.10 -21.76
H 14.54 10.09 -22.18
H 12.96 8.78 -18.24
C 1.97 10.24 -20.19
C 1.95 11.62 -20.91
C 0.92 12.47 -20.11
C 0.92 13.93 -20.53
C 2.40 14.45 -20.55
C 3.45 13.63 -21.35
N 3.26 12.24 -20.88
O 4.19 11.36 -21.55
C 3.27 13.91 -22.86
C 4.88 14.15 -20.95
C 1.49 11.37 -22.35
H 2.66 9.56 -20.70
H 1.01 9.73 -20.13
H 2.32 10.38 -19.17
H -0.06 12.10 -20.40
H 1.01 12.33 -19.03
H 0.29 14.59 -19.93
H 0.45 14.08 -21.50
H 2.59 14.65 -19.50
H 2.33 15.40 -21.08
H 3.72 13.19 -23.56
H 2.27 14.07 -23.25
H 3.87 14.79 -23.12
H 5.15 15.20 -21.04
H 5.04 13.86 -19.91
H 5.62 13.54 -21.45
H 1.43 12.32 -22.89
H 0.48 10.96 -22.36
H 2.06 10.63 -22.91
H 4.66 10.84 -20.89
C 6.09 11.30 -29.59
C 5.42 10.65 -28.33
C 6.42 10.50 -27.12
C 5.89 10.34 -25.70
C 4.75 11.27 -25.39
C 3.63 11.35 -26.49
N 4.31 11.62 -27.81
O 3.41 11.83 -28.81
C 2.87 10.08 -26.29
C 2.64 12.51 -26.13
C 4.99 9.22 -28.70
H 6.23 12.37 -29.41
H 5.35 11.30 -30.39
H 7.01 10.76 -29.81
H 7.07 9.63 -27.23
H 7.11 11.34 -27.08
H 6.69 10.49 -24.97
H 5.60 9.34 -25.37
H 5.05 12.29 -25.16
H 4.45 10.81 -24.45
H 2.02 10.30 -25.63
H 2.50 9.78 -27.27
H 3.40 9.28 -25.78
H 3.10 13.49 -26.15
H 1.86 12.49 -26.90
H 2.01 12.29 -25.27
H 5.75 8.64 -29.24
H 4.10 9.27 -29.33
H 4.62 8.65 -27.86
H 3.36 12.79 -28.85
C 6.92 6.51 -17.50
O 6.23 7.41 -18.28
C 5.93 8.60 -17.61
C 5.14 9.51 -18.53
N 6.02 9.96 -19.59
C 6.89 11.09 -19.37
C 7.80 11.34 -20.56
O 8.71 10.32 -20.55
C 9.23 9.97 -21.79
H 6.25 6.12 -16.73
H 7.70 6.90 -16.84
H 7.27 5.65 -18.07
H 6.88 9.05 -17.32
H 5.36 8.36 -16.72
H 4.87 10.35 -17.89
H 4.28 9.01 -18.96
H 6.67 9.19 -19.65
H 7.52 10.82 -18.53
H 6.37 12.00 -19.06
H 8.39 12.24 -20.41
H 7.20 11.43 -21.46
H 8.39 9.64 -22.40
H 9.88 9.16 -21.46
H 9.91 10.76 -22.11
C 11.19 10.04 -15.54
O 10.56 8.81 -15.41
C 11.41 7.70 -15.07
C 10.62 6.41 -15.18
N 9.65 6.34 -14.11
C 8.89 5.18 -14.32
C 7.51 5.26 -13.65
O 6.60 6.26 -13.98
C 5.69 6.74 -13.02
H 11.63 10.16 -16.53
H 11.98 10.16 -14.81
H 10.52 10.89 -15.54
H 11.88 7.92 -14.11
H 12.28 7.63 -15.72
H 11.35 5.62 -15.01
H 10.08 6.25 -16.11
H 8.99 7.11 -14.19
H 9.55 4.35 -14.05
H 8.64 5.04 -15.37
H 7.62 5.26 -12.57
H 7.02 4.31 -13.86
H 5.30 7.65 -13.50
H 6.21 7.16 -12.16
H 4.90 6.09 -12.65
C 7.49 1.86 -15.94
O 8.95 1.65 -16.01
C 9.35 1.83 -17.39
C 10.75 2.32 -17.43
N 11.63 1.30 -16.88
C 12.81 1.89 -16.29
C 13.53 2.95 -17.19
O 12.87 4.20 -17.36
C 13.74 5.04 -18.05
H 7.26 1.68 -14.89
H 6.95 1.14 -16.55
H 7.14 2.85 -16.23
H 8.83 2.62 -17.94
H 9.20 0.90 -17.94
H 10.67 3.30 -16.94
H 10.96 2.47 -18.48
H 11.17 0.87 -16.09
H 13.54 1.14 -15.99
H 12.58 2.35 -15.33
H 13.72 2.59 -18.20
H 14.43 2.99 -16.57
H 13.90 4.58 -19.03
H 14.73 5.19 -17.63
H 13.26 5.98 -18.30
C 2.19 5.44 -29.13
O 1.87 5.20 -27.69
C 2.78 5.69 -26.77
C 2.40 5.33 -25.36
N 2.41 3.92 -24.96
C 2.53 3.53 -23.56
C 1.86 2.16 -23.27
O 0.57 2.19 -23.90
C -0.25 1.03 -23.89
H 1.29 5.07 -29.62
H 3.11 4.90 -29.36
H 2.27 6.49 -29.40
H 2.73 6.77 -26.86
H 3.76 5.32 -27.05
H 1.56 5.89 -24.94
H 3.17 5.82 -24.76
H 1.61 3.38 -25.26
H 1.98 4.22 -22.92
H 3.57 3.46 -23.24
H 1.90 1.98 -22.20
H 2.50 1.45 -23.80
H -0.64 0.81 -22.90
H 0.22 0.12 -24.26
H -1.13 1.10 -24.53
C 11.16 8.95 -25.00
O 10.30 7.94 -25.57
C 9.13 7.63 -24.90
C 8.40 6.47 -25.60
N 7.26 5.94 -24.84
C 6.42 5.03 -25.58
C 7.21 3.68 -25.94
O 7.33 3.66 -27.34
C 6.31 2.93 -27.98
H 11.94 9.23 -25.70
H 11.60 8.68 -24.04
H 10.65 9.90 -24.85
H 8.55 8.54 -25.00
H 9.37 7.48 -23.84
H 9.12 5.66 -25.77
H 8.04 6.78 -26.58
H 6.83 6.46 -24.09
H 6.11 5.41 -26.56
H 5.52 4.70 -25.05
H 6.81 2.75 -25.54
H 8.23 3.72 -25.56
H 5.35 3.45 -27.90
H 6.14 1.87 -27.76
H 6.62 2.95 -29.03
C 13.28 6.31 -22.29
O 12.31 5.56 -23.03
C 12.92 4.48 -23.67
C 11.79 3.90 -24.55
N 12.25 2.81 -25.41
C 11.21 2.05 -26.15
C 11.98 1.36 -27.28
O 12.79 2.06 -28.24
C 12.14 3.04 -28.91
H 12.76 6.96 -21.60
H 13.90 6.95 -22.92
H 13.92 5.76 -21.60
H 13.46 3.81 -23.00
H 13.66 4.91 -24.34
H 11.31 4.69 -25.12
H 11.11 3.47 -23.82
H 12.83 3.17 -26.15
H 10.40 2.69 -26.52
H 10.68 1.33 -25.54
H 11.22 0.79 -27.82
H 12.63 0.60 -26.84
H 12.81 3.33 -29.72
H 12.15 3.83 -28.15
H 11.10 3.00 -29.24
C 10.30 5.90 -19.18
O 9.63 4.65 -19.48
C 9.77 4.19 -20.82
C 9.49 5.22 -21.98
N 8.05 5.44 -22.16
C 7.43 6.39 -21.22
C 5.93 6.59 -21.65
O 5.96 7.56 -22.69
C 4.63 7.90 -23.16
H 9.76 6.81 -19.44
H 11.34 5.91 -19.50
H 10.32 5.91 -18.09
H 9.11 3.35 -21.04
H 10.78 3.78 -20.88
H 9.89 4.70 -22.86
H 10.03 6.15 -21.82
H 7.81 5.57 -23.13
H 7.95 7.34 -21.34
H 7.57 6.02 -20.21
H 5.40 6.93 -20.76
H 5.38 5.70 -21.98
H 4.44 8.94 -23.45
H 3.82 7.50 -22.56
H 4.53 7.29 -24.06
C -0.22 6.26 -22.91
O 0.92 6.60 -22.17
C 0.77 6.07 -20.85
C 2.18 5.90 -20.25
N 2.11 5.37 -18.89
C 3.39 4.91 -18.42
C 3.25 3.73 -17.40
O 2.75 4.04 -16.07
C 3.58 5.02 -15.43
H -0.04 5.26 -23.32
H -0.40 6.92 -23.76
H -1.12 6.41 -22.32
H 0.30 5.09 -20.85
H 0.13 6.73 -20.25
H 2.81 6.80 -20.33
H 2.69 5.25 -20.96
H 1.79 6.11 -18.28
H 3.87 5.82 -18.06
H 3.97 4.50 -19.24
H 4.24 3.44 -17.02
H 2.89 2.79 -17.80
H 2.90 5.29 -14.61
H 3.72 5.97 -15.94
H 4.56 4.80 -15.02
```

Properties
* E_LUMO: 0.018 Ha
* E: -162273.8651 eV
* highest occupied orbital energy: -7.788 eV
* 2S+1: 1
* molar mass: 1851.81 g mol⁻¹
* maximum force: 3.7 eV/A
* orbital gap: 8.3 eV
* energy relative to the best compared isomer or geometry (same formula, charge and spin): 107.9 kcal/mol
* charge: 0

Here are the Mulliken charges for atoms 1 to 2, given in e:
1 C -1.093
2 C 2.015